{
  "formula": "C39H39N5O6STeW",
  "method": "ωB97M-V/def2-TZVPD",
  "relative_energy_kcal_mol": 0.0,
  "total_energy_ev": -80768.1642,
  "multiplicity": 1,
  "homo_energy_ev": [-6.933, -6.888],
  "lumo_energy_ev": [-0.9, -1.0],
  "elements": ["W", "O", "C", "O", "C", "C", "C", "C", "C", "C", "C", "C", "C", "N", "H", "H", "H", "H", "H", "H", "O", "C", "O", "C", "O", "O", "C", "C", "C", "C", "C", "C", "C", "C", "N", "C", "C", "C", "C", "N", "C", "C", "C", "C", "C", "C", "C", "C", "H", "H", "H", "H", "H", "H", "H", "H", "H", "H", "H", "H", "H", "H", "H", "H", "H", "H", "H", "H", "H", "H", "H", "H", "Te", "C", "C", "C", "C", "C", "C", "H", "H", "H", "H", "H", "N", "C", "N", "S", "H", "H", "H", "H"],
  "coordinates": [[0.24630, 0.08610, -0.16820], [0.87158, -0.13546, -4.22770], [0.70277, -0.43165, -3.08272], [0.79776, 0.37930, -2.06419], [0.47284, -1.85416, -2.65423], [0.38249, -2.85471, -3.63211], [0.38755, -4.14573, -3.20036], [0.55248, -4.42024, -1.82862], [0.67963, -5.75759, -1.37863], [0.90183, -6.02539, -0.06218], [0.99354, -4.96128, 0.85650], [0.84979, -3.66397, 0.45875], [0.62776, -3.35261, -0.90174], [0.51752, -2.05075, -1.34507], [0.33563, -2.56560, -4.67011], [0.30703, -4.97128, -3.89695], [0.61372, -6.55263, -2.11092], [1.01280, -7.04496, 0.28294], [1.17461, -5.17241, 1.90167], [0.89675, -2.87093, 1.18181], [3.91225, -0.68879, 1.60128], [2.76374, -0.57071, 1.24576], [2.32529, -0.31546, 0.04936], [1.57919, -0.64180, 2.22119], [1.62172, -1.52591, 3.31923], [0.44443, -0.92240, 1.42797], [-2.71270, 0.68792, -3.03331], [-1.63902, 1.68121, -3.36195], [-1.50912, 2.01792, -4.70393], [-0.61689, 2.98104, -5.12904], [0.09762, 3.67295, -4.17509], [-0.01293, 3.38371, -2.81685], [0.70230, 4.35153, -1.90731], [-0.82669, 2.31198, -2.40774], [-0.78879, 1.91147, -1.00911], [-1.17236, 2.85943, -0.14775], [-2.00590, 4.05207, -0.50856], [-0.80097, 2.64261, 1.17807], [-1.03502, 3.68152, 2.22862], [-0.19804, 1.46220, 1.38379], [-0.10482, 1.00488, 2.74637], [-1.15276, 0.80596, 3.55503], [-2.58145, 1.17813, 3.29391], [-0.93780, 0.07599, 4.82104], [0.18874, -0.56262, 5.13671], [1.38683, -0.43336, 4.26151], [1.28311, 0.58111, 3.11609], [2.25543, 1.74024, 3.23559], [-3.46121, 0.69633, -3.82442], [-3.21637, 0.92585, -2.09701], [-2.33628, -0.33247, -2.94396], [-2.13697, 1.50641, -5.42282], [-0.51426, 3.21698, -6.17954], [0.75234, 4.48563, -4.46771], [1.75217, 4.43773, -2.18847], [0.68456, 4.08370, -0.85742], [0.24749, 5.33807, -2.03007], [-2.29133, 4.03866, -1.55716], [-1.47603, 4.98434, -0.30893], [-2.91354, 4.05993, 0.09821], [-0.58069, 4.62457, 1.91575], [-0.59777, 3.39258, 3.18073], [-2.09807, 3.87256, 2.38745], [-2.75299, 1.53942, 2.28319], [-2.89901, 1.94620, 4.00545], [-3.22805, 0.31129, 3.44468], [-1.79337, 0.01474, 5.48464], [0.26400, -1.12942, 6.05588], [2.29508, -0.28555, 4.85206], [3.28398, 1.38893, 3.15217], [2.12362, 2.20201, 4.21709], [2.09885, 2.49852, 2.47316], [-2.34028, -0.63565, 0.01259], [-2.22047, -2.58730, 0.81302], [-1.95824, -2.75171, 2.17171], [-1.96993, -4.01541, 2.74008], [-2.24831, -5.12737, 1.95892], [-2.50856, -4.97252, 0.60706], [-2.49632, -3.70915, 0.03787], [-1.72103, -1.89093, 2.78205], [-1.75715, -4.12907, 3.79574], [-2.25938, -6.11489, 2.40330], [-2.72036, -5.83863, -0.00717], [-2.70576, -3.59465, -1.01972], [3.24774, 2.00082, -2.47915], [3.71157, 2.44089, -1.29651], [5.04381, 2.62766, -1.21323], [2.68755, 2.74042, -0.02220], [3.86001, 1.72614, -3.22783], [2.26945, 1.79626, -2.56038], [5.66766, 2.32197, -1.93918], [5.42206, 2.83923, -0.30876]],
  "forces_ev_per_angstrom": [[-0.9, 0.9, 0.1], [0.1, 0.4, -0.8], [0.0, -0.8, 0.7], [0.0, 0.1, -0.1], [0.1, 0.0, 0.4], [0.0, -0.1, 0.3], [0.0, 0.0, -0.1], [0.0, -0.2, -0.1], [0.0, 0.0, 0.0], [0.0, 0.0, -0.1], [0.0, 0.1, 0.0], [0.0, 0.1, 0.1], [-0.2, 0.1, -0.2], [0.2, -0.1, -0.3], [0.0, 0.0, 0.0], [0.0, 0.0, 0.0], [0.0, 0.0, 0.0], [0.0, 0.0, 0.0], [0.0, 0.0, 0.0], [0.0, 0.0, 0.0], [0.0, 0.0, 0.0], [0.0, -0.1, 0.2], [-0.3, 0.5, -0.2], [-0.3, -0.2, -0.3], [0.1, 0.1, 0.0], [0.2, -0.2, 0.1], [0.0, 0.0, 0.1], [0.0, 0.0, 0.0], [0.0, 0.1, 0.0], [0.0, 0.0, 0.0], [0.0, 0.0, 0.0], [0.1, 0.1, 0.0], [0.0, 0.0, 0.0], [0.0, 0.0, -0.1], [0.5, -0.1, 0.4], [-0.2, -0.2, 0.0], [-0.1, 0.0, -0.1], [0.1, -0.2, -0.2], [0.0, 0.0, 0.1], [0.1, -0.1, -0.1], [0.0, 0.1, 0.0], [0.1, 0.0, 0.0], [0.0, 0.0, -0.1], [0.1, -0.1, 0.0], [-0.1, 0.1, 0.0], [0.1, 0.0, -0.1], [0.1, 0.0, 0.2], [0.0, 0.0, 0.0], [0.0, 0.0, 0.0], [0.0, 0.0, -0.1], [0.0, 0.0, 0.0], [0.0, 0.0, 0.0], [0.0, 0.0, 0.0], [0.0, 0.0, 0.0], [0.0, 0.0, 0.0], [0.0, 0.0, -0.1], [0.0, 0.0, 0.0], [0.0, 0.0, 0.0], [0.0, 0.0, 0.0], [0.0, 0.0, 0.0], [0.0, 0.0, 0.0], [0.0, 0.0, 0.0], [0.0, 0.0, 0.0], [0.0, 0.0, 0.0], [0.0, 0.0, 0.0], [0.0, 0.0, 0.0], [0.0, 0.0, 0.0], [0.0, 0.0, 0.0], [0.0, 0.0, 0.0], [0.0, 0.0, 0.0], [0.0, 0.0, 0.0], [0.0, 0.0, 0.0], [-0.1, -0.3, 0.0], [0.0, 0.0, 0.1], [0.0, 0.1, -0.1], [0.0, 0.0, 0.0], [0.0, -0.1, 0.1], [0.0, -0.1, 0.0], [0.0, 0.1, -0.2], [0.0, 0.1, 0.0], [0.0, 0.0, 0.0], [0.0, 0.0, 0.0], [0.0, 0.0, 0.0], [0.0, 0.0, 0.0], [0.3, 0.2, 0.0], [-0.1, -0.3, -0.3], [0.1, 0.1, 0.0], [0.3, 0.2, 0.4], [0.0, 0.0, 0.0], [-0.3, -0.2, 0.0], [0.0, 0.0, 0.0], [0.0, 0.0, 0.0]],
  "mulliken_charge": [0.24, -0.67, 0.48, 0.53, 0.13, -1.18, -1.01, 0.90, -0.83, -0.83, -0.76, 0.08, -0.09, 0.48, 0.59, 0.44, 0.41, 0.41, 0.52, 0.35, -0.76, -0.28, -0.78, 2.09, -0.64, 0.37, -1.37, 0.66, -0.55, -1.14, -0.72, 2.04, -2.20, -0.63, 1.00, 0.73, -2.40, 1.20, -2.21, 0.48, -0.46, 1.50, -2.02, -0.35, -1.62, -0.56, 0.96, -1.45, 0.55, 0.17, 0.09, 0.43, 0.41, 0.46, 0.58, -0.24, 0.42, 0.34, 0.36, 0.58, 0.49, 0.38, 0.37, 0.06, 0.44, 0.46, 0.49, 0.44, 0.59, 0.42, 0.36, 0.23, 0.03, 0.04, 0.22, -0.57, -0.69, -0.63, -0.40, 0.29, 0.44, 0.41, 0.41, 0.44, -0.12, 0.94, -0.45, -0.44, 0.20, -0.49, 0.19, 0.24]
}